# C3H11N2O

A 2-piece molecular cluster, C3H11N2O overall (wB97M-V/def2-TZVPD, OMol25).

Values from the calculation:
HOMO level in eV: -14.21
2S+1: 1
Total energy in Eh: -305.3603
Charge: +1
Energy above the lowest of the compared OMol25 structures with the same formula, charge and spin in kcal/mol: 58.0

Each line ends with the Mulliken charge.
Geometry (Å):
C 2.66785 -1.65420 -1.07886  -1.277
C 1.11518 -1.57519 -1.21006  -0.174
N -0.67572 0.76108 1.15382  -0.364
C -0.43852 -0.23143 0.25351  0.157
N 0.53713 -0.28701 -0.68891  -0.162
H 3.23896 -2.55953 -1.54170  0.337
H 3.21472 -0.92361 -1.50214  0.430
H 3.14400 -1.78781 -0.13191  0.375
H 0.88896 -1.70460 -2.31884  0.256
H 0.62756 -2.33708 -0.55171  0.270
H -0.10146 1.67698 1.10469  0.289
H -1.61922 0.72480 1.62005  0.295
H -1.20560 -0.96810 0.32064  0.344
H 0.83482 0.55029 -1.06210  0.219
H -4.14818 3.88923 2.63835  0.347
H -3.88615 3.32692 1.00606  0.334
O -4.19433 3.09927 1.98912  -0.677

# C40H100B2F14N5O5P

A 8-piece molecular cluster, C40H100B2F14N5O5P overall (wB97M-V/def2-TZVPD, OMol25).

Values from the calculation:
HOMO level in eV: -12.88
2S+1: 1
Total energy in Eh: -4023.0626
Charge: +2
Energy above the lowest of the compared OMol25 structures with the same formula, charge and spin in kcal/mol: 2.7

Each line ends with the Mulliken charge.
Geometry (Å):
C 3.37055 -1.57486 0.77131  -1.410
C 2.22766 -0.92789 1.62382  1.268
N 2.89224 0.04679 2.73655  0.320
C 3.81731 -0.64895 3.70008  -1.014
C 3.75785 1.06782 1.88566  -0.671
C 2.93744 1.96083 0.87038  -1.075
C 1.81999 0.90634 3.53701  -0.337
C 0.90794 0.26562 4.55321  -0.081
O 1.55768 -0.13232 5.78553  -0.369
C 1.76948 0.85785 6.75403  -0.799
H 3.90106 -0.95935 0.04479  0.348
H 2.83964 -2.19664 0.05046  0.352
H 4.04194 -2.17813 1.38236  0.343
H 1.48599 -1.56690 2.10306  -0.076
H 1.64321 -0.16576 1.10837  -0.653
H 4.60282 -1.06901 3.07188  0.570
H 3.25471 -1.42041 4.22584  0.191
H 4.29457 0.18788 4.21001  0.399
H 4.58614 0.54156 1.41123  0.536
H 4.09313 1.82923 2.58988  0.523
H 3.59058 2.62625 0.30582  0.652
H 2.16232 2.61003 1.27761  0.253
H 2.43576 1.47909 0.03112  0.200
H 1.08398 1.28394 2.82722  -0.107
H 2.32611 1.77270 3.96284  0.600
H 0.38558 -0.60251 4.15125  -0.613
H 0.14099 0.99229 4.82125  0.606
H 2.31026 0.42021 7.59314  0.310
H 0.91920 1.36677 7.20806  0.318
H 2.47555 1.59922 6.37995  0.285
C -0.99345 3.81841 -1.00139  -0.087
C -0.85821 3.91369 -2.47374  -0.905
N -0.99083 2.49463 -3.14227  0.704
C -0.97598 2.69916 -4.65040  -1.066
C 0.06538 1.46924 -2.59859  0.392
C 0.21411 0.18238 -3.46174  -1.073
C -2.40444 1.92306 -2.77051  -0.144
C -3.60233 2.82649 -2.90910  -1.158
O -3.99354 2.90134 -4.30885  -0.297
C -4.95140 3.89811 -4.58720  -0.802
H -0.86516 4.77312 -0.49132  0.317
H -0.21785 3.16483 -0.60219  -0.240
H -1.94688 3.42671 -0.64690  0.143
H 0.15704 4.20278 -2.74537  0.646
H -1.54057 4.66843 -2.86468  0.333
H -1.41688 1.88755 -5.22920  0.314
H 0.08797 2.79845 -4.86551  0.477
H -1.46824 3.61629 -4.97389  0.299
H -0.21402 1.12388 -1.60322  -0.497
H 0.98392 2.05560 -2.57474  0.503
H 0.58399 0.48686 -4.44082  0.348
H -0.67608 -0.44626 -3.44039  -0.290
H 0.79321 -0.56829 -2.92392  0.631
H -2.28448 1.63440 -1.72629  -0.015
H -2.55382 1.01527 -3.35506  0.512
H -3.42042 3.81547 -2.48847  0.330
H -4.37819 2.27113 -2.38211  0.541
H -5.21322 3.85002 -5.64419  0.270
H -4.53889 4.89863 -4.45722  0.314
H -5.80653 3.77581 -3.92245  0.316
C 0.88604 6.09459 1.38788  -1.158
C 1.93864 7.08292 1.97527  -0.537
N 3.11291 7.44904 1.01627  0.340
C 2.60089 7.89114 -0.35414  -1.061
C 3.85024 8.62396 1.67074  -0.320
C 4.46684 8.38860 3.15271  -1.201
C 4.03632 6.15394 0.74252  -0.395
C 4.97869 6.20776 -0.39300  -0.875
O 5.92748 7.22994 -0.09320  -0.283
C 6.74169 7.54024 -1.22635  -0.845
H 0.36044 5.72610 2.26882  0.486
H 1.33064 5.19923 0.95341  0.272
H 0.30768 6.69307 0.68402  0.350
H 2.46486 6.61664 2.80819  0.372
H 1.54227 8.07792 2.17772  0.362
H 3.45012 8.32808 -0.87950  0.401
H 1.81789 8.63619 -0.21304  0.404
H 2.08262 7.09571 -0.88967  0.358
H 3.35589 9.59352 1.73142  0.576
H 4.73710 8.86657 1.08532  0.260
H 4.84209 9.26567 3.68000  0.411
H 5.38492 7.81036 3.04842  0.355
H 3.90183 7.87919 3.93333  0.293
H 3.38528 5.30973 0.51544  0.138
H 4.55582 5.93152 1.67460  0.441
H 4.44163 6.37511 -1.32663  0.402
H 5.46949 5.24371 -0.52649  0.519
H 7.49439 8.14838 -0.72464  0.288
H 6.26260 8.17062 -1.97547  0.327
H 7.35969 6.74756 -1.64807  0.351
C -0.04635 -3.16728 4.55554  -1.241
C -1.62778 -3.24748 4.76617  -0.545
N -2.46130 -4.16460 3.89575  0.198
C -1.90352 -5.55899 4.18929  -0.814
C -3.97873 -4.04213 4.38885  -0.288
C -4.65961 -2.67901 4.31744  -1.150
C -2.29550 -3.86487 2.37094  0.408
C -3.39927 -4.35305 1.43919  -0.749
O -3.79210 -5.71295 1.61522  -0.381
C -4.97692 -6.07940 0.92344  -0.702
H 0.42067 -4.06598 4.95841  0.424
H 0.34037 -2.31176 5.10930  0.522
H 0.27811 -3.07367 3.51916  0.144
H -2.05767 -2.24732 4.71173  0.404
H -1.89850 -3.58480 5.76668  0.521
H -0.83544 -5.49794 3.98049  0.375
H -2.30106 -6.28548 3.48058  0.203
H -2.08187 -5.98119 5.17824  0.375
H -4.01864 -4.27380 5.45320  0.594
H -4.62778 -4.69136 3.80122  0.278
H -4.17776 -1.84626 4.82973  0.301
H -5.60096 -2.64933 4.86613  0.440
H -4.78217 -2.34042 3.28864  0.237
H -1.29961 -4.17253 2.05212  -0.067
H -2.34167 -2.77612 2.34653  0.291
H -2.95622 -4.15180 0.46385  -0.059
H -4.27070 -3.69904 1.40787  0.518
H -4.88155 -5.79549 -0.12460  0.144
H -5.84336 -5.54160 1.30837  0.325
H -5.04075 -7.16391 1.01216  0.297
C -1.26327 -7.49713 -3.44059  -1.266
C -1.59731 -6.05292 -3.87768  -0.385
N -0.67001 -4.97077 -3.22897  0.678
C -0.87340 -5.11109 -1.69928  -1.542
C 0.87248 -5.16753 -3.48730  -0.447
C 1.34319 -4.91731 -4.94534  -1.201
C -1.16539 -3.49921 -3.61231  -0.545
C -2.56016 -3.00501 -3.02215  0.313
O -3.70486 -3.60999 -3.42323  -0.467
C -4.88817 -3.38575 -2.69417  -0.428
H -1.21019 -7.62365 -2.35927  0.287
H -0.29992 -7.83943 -3.81858  0.349
H -1.97430 -8.21698 -3.84600  0.437
H -2.60141 -5.72752 -3.60570  0.370
H -1.50181 -5.91011 -4.95405  0.520
H -1.89163 -4.98114 -1.33263  0.588
H -0.25230 -4.32493 -1.27001  0.299
H -0.63117 -6.07584 -1.25352  0.526
H 1.16456 -6.17481 -3.19036  0.650
H 1.39341 -4.47563 -2.82548  0.189
H 0.62463 -5.38012 -5.62180  0.269
H 2.33112 -5.31872 -5.17106  0.404
H 1.36342 -3.84338 -5.13071  0.248
H -1.23068 -3.45340 -4.69938  0.455
H -0.32969 -2.86305 -3.32077  0.184
H -2.70090 -1.95777 -3.28970  0.314
H -2.47865 -2.91692 -1.93878  -0.378
H -5.78891 -3.69388 -3.22505  0.303
H -4.98024 -2.33664 -2.41310  0.307
H -4.83729 -3.93938 -1.75662  -0.046
P -2.00316 -0.43619 0.72940  1.571
F -1.88110 -0.52688 -0.91016  -0.502
F -0.85984 -1.57740 0.88902  -0.267
F -0.88760 0.80838 0.85851  -0.404
F -2.10826 -0.35233 2.32477  -0.454
F -3.06515 0.80024 0.50921  -0.454
F -3.25757 -1.44815 0.69131  -0.299
B 1.28938 -5.73008 0.97808  0.210
F 2.07887 -6.76141 1.23412  -0.294
F 0.01416 -6.27253 0.95089  -0.352
F 1.53493 -4.80988 1.93285  -0.217
F 1.73553 -5.30528 -0.23529  -0.305
B -0.70650 -0.85928 -6.70686  0.443
F -1.70227 -0.94027 -5.68243  -0.397
F -0.13798 0.40151 -6.68367  -0.360
F 0.20806 -1.81834 -6.31548  -0.336
F -1.08791 -1.20847 -7.93022  -0.284

Number 1: maximum force 3.90 eV Å⁻¹. Number 2: maximum force 4.35 eV Å⁻¹.